[1]
Computed, not measured: 2 unconnected molecules or ions with the total composition C6H9N2O2 at a distorted geometry, with ωB97M-V/def2-TZVPD.

Calculated values
**Energy above the lowest of the compared OMol25 structures with the same formula, charge and spin**: 25.0 kcal per mole
**HOMO-LUMO gap (spin up / spin down)**: 9.0 / 5.2 eV
**2S+1**: 2
**HOMO energy (spin up / spin down)**: -8.7412 / -8.7348 eV

Geometry (Å):
C (-1.420, -1.194, 3.334)
C (0.234, -0.900, 0.202)
C (-0.869, -0.733, 1.999)
C (-1.541, 0.081, 1.033)
N (0.163, -1.381, 1.456)
N (-0.787, -0.064, -0.074)
H (1.012, -0.963, -0.547)
H (-0.844, 0.338, -1.027)
H (-2.392, 0.717, 1.188)
H (-0.799, -0.791, 4.138)
H (-1.310, -2.284, 3.376)
H (-2.474, -0.994, 3.528)
C (1.776, 1.695, -2.942)
C (1.261, 0.426, -2.308)
O (0.001, 0.341, -2.155)
O (2.143, -0.367, -1.908)
H (2.609, 1.599, -3.650)
H (2.237, 2.265, -2.129)
H (0.999, 2.212, -3.513)


[2]
Computed, not measured: 2 unconnected molecules or ions with the total composition C27H40BF2N3O11P at a distorted geometry, with ωB97M-V/def2-TZVPD.

Calculated values
**Charge**: -1
**Energy above the lowest of the compared OMol25 structures with the same formula, charge and spin**: 0.0 kcal per mole
**HOMO-LUMO gap**: 7.2 eV
**HOMO energy**: -6.5094 eV

Geometry (Å):
C (0.709, 1.507, 3.971)
C (-0.391, 0.572, 3.423)
C (-1.706, 1.338, 3.235)
C (-2.584, 0.773, 2.083)
C (-2.463, 1.577, 0.784)
C (-1.100, 1.409, 0.106)
C (-1.145, 1.514, -1.425)
C (-2.015, 0.469, -2.126)
C (-1.597, -0.998, -1.922)
C (-0.105, -1.242, -1.897)
C (0.539, -1.753, -0.785)
C (-0.235, -2.086, 0.472)
C (-0.806, -3.528, 0.486)
C (-0.365, -4.334, 1.707)
O (-2.227, -3.444, 0.434)
C (1.961, -1.982, -0.811)
C (2.612, -2.520, 0.444)
N (3.213, -1.505, 1.313)
C (2.868, -0.119, 1.062)
C (2.686, -1.693, -1.960)
P (4.469, -1.988, -2.103)
O (5.153, -2.213, -0.826)
O (4.658, -3.206, -3.134)
O (5.129, -0.780, -2.896)
C (2.009, -1.194, -3.113)
N (2.724, -0.981, -4.258)
C (2.077, -0.514, -5.272)
O (2.752, -0.263, -6.438)
C (0.682, -0.273, -5.241)
C (0.002, 0.294, -6.463)
O (0.298, 1.697, -6.572)
C (-0.118, 2.475, -5.530)
C (-1.600, 2.654, -5.343)
O (0.677, 3.054, -4.853)
N (-0.041, -0.502, -4.184)
C (0.628, -0.964, -3.085)
H (1.678, 1.012, 3.943)
H (0.731, 2.383, 3.325)
H (0.462, 1.769, 4.992)
H (-0.040, 0.157, 2.479)
H (-0.504, -0.245, 4.134)
H (-2.290, 1.282, 4.142)
H (-1.468, 2.369, 2.980)
H (-2.265, -0.260, 1.919)
H (-3.627, 0.722, 2.390)
H (-3.293, 1.335, 0.122)
H (-2.589, 2.622, 1.070)
H (-0.641, 0.460, 0.363)
H (-0.455, 2.214, 0.452)
H (-0.138, 1.523, -1.841)
H (-1.561, 2.498, -1.665)
H (-1.999, 0.703, -3.186)
H (-3.046, 0.620, -1.813)
H (-2.082, -1.391, -1.040)
H (-2.003, -1.567, -2.760)
H (0.391, -1.912, 1.341)
H (-1.086, -1.431, 0.586)
H (-0.436, -4.043, -0.403)
H (-1.017, -5.193, 1.853)
H (-0.335, -3.712, 2.598)
H (0.627, -4.746, 1.539)
H (-2.586, -3.928, 1.179)
H (3.403, -3.199, 0.134)
H (1.922, -3.115, 1.024)
H (4.211, -1.624, 1.327)
H (3.291, 0.487, 1.861)
H (3.276, 0.283, 0.128)
H (1.792, 0.034, 1.106)
H (4.137, -3.961, -2.843)
H (5.766, -1.109, -3.539)
H (3.298, 0.516, -6.289)
H (0.418, -0.150, -7.356)
H (-1.066, 0.120, -6.367)
H (-1.773, 2.969, -4.321)
H (-2.160, 1.740, -5.511)
H (-1.942, 3.438, -6.014)
B (-3.533, 3.830, 7.711)
O (-2.331, 3.962, 8.594)
C (-1.388, 3.141, 8.185)
O (-0.299, 3.004, 8.677)
C (-1.915, 2.377, 6.958)
O (-1.309, 1.544, 6.332)
O (-3.138, 2.786, 6.707)
F (-3.804, 5.031, 7.074)
F (-4.630, 3.400, 8.443)


[3]
Computed, not measured: 2 unconnected molecules or ions with the total composition C2H7O2 at a distorted geometry, with ωB97M-V/def2-TZVPD.

Calculated values
**Charge**: +1
**Energy above the lowest of the compared OMol25 structures with the same formula, charge and spin**: 29.3 kcal per mole
**HOMO-LUMO gap**: 9.4 eV
**HOMO energy**: -15.8468 eV

Geometry (Å):
O (-1.477, -2.218, -0.256)
H (-1.736, -3.012, 0.192)
H (1.433, 1.797, -1.052)
H (-2.330, -1.881, -0.646)
C (1.477, 1.103, -0.233)
C (0.046, 1.100, 0.158)
O (-0.527, 0.340, 1.002)
H (2.140, 1.496, 0.592)
H (1.941, 0.155, -0.548)
H (-0.605, 1.736, -0.401)
H (-0.363, -0.616, 1.192)